Record 1
DFT (wB97M-V/def2-TZVPD) results for C4H11NS in the gas phase.

Energy above the lowest of the compared OMol25 structures with the same formula, charge and spin: 39.3 kJ/mol
HOMO-LUMO gap: 9.8 eV
Structure (SMILES): CN[C@H](C)CS
E: -16651.3865 eV
Multiplicity: 1
Lowest unoccupied orbital energy: 0.9 eV
Largest force on an atom: 0.76 eV/A

Geometry as XYZ:
```
17
C4H11NS (wB97M-V/def2-TZVPD)
C -0.2196 1.7987 -1.4333
N 0.5382 0.6597 -0.9564
C -0.2186 -0.2113 -0.0513
C 0.5335 -1.5407 -0.0058
S -0.3446 -2.8101 0.9293
C -0.4642 0.3874 1.3209
H -0.5728 2.4657 -0.6313
H 0.3912 2.4295 -2.0911
H -1.0902 1.4277 -1.9851
H 1.3792 0.9629 -0.4784
H -1.2014 -0.3552 -0.5203
H 0.7233 -1.9189 -1.0054
H 1.5319 -1.3526 0.3874
H 0.7018 -3.4674 1.4442
H -0.8778 -0.3740 1.9796
H 0.4259 0.7477 1.8451
H -1.2358 1.1509 1.2518
```



Record 2
DFT (wB97M-V/def2-TZVPD) results for C2H5NOS in the gas phase.

Energy above the lowest of the compared OMol25 structures with the same formula, charge and spin: 136.5 kJ/mol
HOMO-LUMO gap: 10.1 eV
Structure (SMILES): CN(S)C=O
E: -16526.9666 eV
Multiplicity: 1
Lowest unoccupied orbital energy: 0.7 eV
Largest force on an atom: 2.78 eV/A

Geometry as XYZ:
```
10
C2H5NOS (wB97M-V/def2-TZVPD)
C 1.0436 0.7428 -0.1778
C -1.3834 0.0856 -0.1262
H 1.2514 0.9586 0.8757
H 1.8725 0.3416 -0.7057
H 0.6253 1.7184 -0.5286
H 0.1710 -2.0456 1.0812
H -1.6038 1.0994 0.2808
N -0.0469 -0.2184 -0.2697
O -2.2745 -0.7703 -0.2210
S 0.3446 -1.9120 -0.2086
```



Record 3
DFT (wB97M-V/def2-TZVPD) results for 2 unconnected molecules or ions with the total composition C8H10O.

Energy above the lowest of the compared OMol25 structures with the same formula, charge and spin: 493.3 kJ/mol
HOMO-LUMO gap: 9.8 eV
Structure (SMILES): C#CC(=C)C.C#CCO
E: -10500.4903 eV
Multiplicity: 1
Lowest unoccupied orbital energy: 0.9 eV
Largest force on an atom: 2.20 eV/A

Geometry as XYZ:
```
19
C8H10O (wB97M-V/def2-TZVPD)
C 1.8958 -0.5890 -0.8874
O 2.4543 -1.6749 -0.1992
C 1.7263 0.6260 0.0017
C 1.9138 1.6357 0.6234
H 3.2788 -1.3955 0.2114
H 0.9111 -0.9128 -1.2413
H 2.5184 -0.2865 -1.7468
H 2.0087 2.5064 1.2061
C -1.6149 1.3131 -0.4875
C -1.6703 -0.0887 0.0499
C -2.5865 -0.9756 -0.3404
C -0.6822 -0.4393 1.0153
C -0.0828 -0.8742 1.9768
H -1.9999 1.9986 0.2686
H -0.5839 1.6250 -0.6962
H -2.2048 1.4049 -1.3924
H -3.3013 -0.7365 -1.1118
H -2.6414 -1.9539 0.0967
H 0.6608 -1.1829 2.6531
```